Below is C49H61IN7SbSeV as an isolated structure, with properties calculated with ωB97M-V/def2-TZVPD.

As for the frontier orbital gap (alpha / beta): 4.54 / 4.17 eV. For the LUMO energy (alpha / beta), the calculation gives -0.92 / -0.92 eV. The calculation puts the HOMO energy (alpha / beta) at -5.5 / -5.1 eV. As for the spin multiplicity: 2. The expectation value of S² is 0.762.

```
121
Properties=species:S:1:pos:R:3:mulliken_spin:R:1
V -1.07 0.25 -0.39 0.98
C 2.65 5.49 2.06 0.00
C 1.68 4.35 1.90 0.00
C 1.57 3.34 2.85 0.00
C 0.69 2.29 2.68 -0.01
C -0.18 2.19 1.57 -0.04
N -1.12 1.17 1.43 0.05
C -1.65 0.63 2.60 0.04
C -1.78 1.39 3.78 0.00
C -2.17 0.86 4.99 0.00
C -2.46 -0.50 5.10 0.00
C -2.76 -1.15 6.43 0.00
C -2.49 -1.23 3.93 0.00
C -2.15 -0.69 2.69 0.03
N -2.36 -1.53 1.57 0.03
C -3.25 -2.55 1.54 0.03
C -3.07 -3.23 0.36 0.00
C -2.04 -2.55 -0.29 0.04
N -1.63 -1.51 0.43 -0.14
C -0.02 3.20 0.60 0.00
C 0.90 4.24 0.76 0.00
N -0.75 3.17 -0.62 0.01
C -1.12 4.25 -1.34 0.02
C -1.50 3.81 -2.58 -0.01
C -1.33 2.42 -2.54 0.02
N -0.89 2.04 -1.33 -0.04
H 3.30 5.32 2.92 0.00
H 3.28 5.59 1.17 0.00
H 2.13 6.43 2.20 0.00
H 2.20 3.35 3.73 0.00
H 0.68 1.50 3.41 0.00
H -1.55 2.44 3.73 0.00
H -2.24 1.50 5.86 0.00
H -2.38 -0.55 7.25 0.00
H -3.83 -1.29 6.57 0.00
H -2.29 -2.14 6.48 0.00
H -2.75 -2.28 3.99 0.00
H -3.96 -2.72 2.33 0.00
H -3.63 -4.08 0.00 0.00
H -1.61 -2.76 -1.25 0.00
H 1.00 4.97 -0.03 0.00
H -1.12 5.24 -0.92 0.00
H -1.87 4.39 -3.40 0.00
H -1.50 1.71 -3.33 0.00
I -3.58 0.01 -1.82 0.00
C -2.37 -0.80 -3.40 -0.01
C -3.02 -1.08 -4.57 -0.01
C -2.30 -1.66 -5.64 0.00
C -0.98 -1.96 -5.48 -0.01
C -0.30 -1.68 -4.27 0.00
C 1.05 -2.04 -4.10 -0.02
C 1.68 -1.81 -2.90 0.02
C 1.00 -1.16 -1.86 0.11
C -0.32 -0.73 -1.96 -0.12
C -0.99 -1.05 -3.18 0.03
H -4.08 -0.87 -4.68 0.00
H -2.82 -1.88 -6.56 0.00
H -0.43 -2.44 -6.28 0.00
H 1.55 -2.54 -4.92 0.00
H 2.70 -2.15 -2.75 0.00
H 1.54 -0.99 -0.93 -0.07
N 4.87 2.50 -2.81 0.00
C 4.96 2.16 -1.33 0.00
C 3.81 1.23 -0.98 0.00
N 2.54 1.87 -1.20 0.00
C 2.46 2.74 -2.35 0.00
C 3.48 2.27 -3.37 0.00
H 5.54 1.94 -3.33 0.00
H 5.11 3.48 -2.94 0.00
H 4.88 3.08 -0.76 0.00
H 5.93 1.70 -1.13 0.00
H 3.85 0.93 0.08 0.00
H 3.90 0.30 -1.56 0.00
H 2.14 2.25 -0.35 0.00
H 2.65 3.81 -2.12 0.00
H 1.47 2.67 -2.79 0.00
H 3.40 2.80 -4.31 0.00
H 3.33 1.21 -3.54 0.00
C 7.57 -0.12 6.20 0.00
C 6.41 -0.10 5.24 0.00
C 5.45 -1.10 5.23 0.00
C 4.40 -1.11 4.32 0.00
C 3.38 -2.21 4.38 0.00
C 4.31 -0.09 3.36 0.00
Se 2.93 -0.16 2.03 0.01
C 5.25 0.95 3.38 0.00
C 5.18 2.10 2.41 0.00
C 6.28 0.93 4.31 0.00
H 7.57 -1.04 6.78 0.00
H 7.52 0.72 6.90 0.00
H 8.52 -0.05 5.67 0.00
H 5.52 -1.90 5.97 0.00
H 3.55 -2.87 5.22 0.00
H 3.39 -2.79 3.45 0.00
H 2.37 -1.78 4.46 0.00
H 4.15 2.30 2.12 0.00
H 5.75 1.87 1.50 0.00
H 5.61 3.01 2.86 0.00
H 7.00 1.74 4.32 0.00
C -0.32 -5.62 -1.05 0.00
C 1.12 -5.20 -0.78 0.00
Sb 1.31 -3.57 0.69 0.02
C 3.50 -3.70 0.63 0.00
C 4.09 -5.03 1.09 0.00
C 1.01 -4.88 2.43 0.00
C -0.42 -4.74 2.97 0.00
H -0.36 -6.50 -1.69 0.00
H -0.88 -4.82 -1.54 0.00
H -0.84 -5.87 -0.12 0.00
H 1.59 -4.85 -1.70 0.00
H 1.69 -6.05 -0.41 0.00
H 3.88 -2.88 1.24 0.00
H 3.77 -3.49 -0.40 0.00
H 3.82 -5.24 2.13 0.00
H 5.18 -5.01 1.03 0.00
H 3.75 -5.86 0.47 0.00
H 1.72 -4.59 3.20 0.00
H 1.21 -5.91 2.14 0.00
H -0.59 -3.73 3.34 0.00
H -0.60 -5.44 3.79 0.00
H -1.16 -4.94 2.19 0.00
```



Below is C49H62F4N7O2SeW as an isolated structure, with properties calculated with ωB97M-V/def2-TZVPD.

As for the frontier orbital gap (alpha / beta): 4.76 / 4.76 eV. The energy above the lowest of the compared OMol25 structures with the same formula, charge and spin is 44.3 kcal per mole. The total charge is +3. For the LUMO energy (alpha / beta), the calculation gives -10.62 / -10.62 eV. The calculation puts the HOMO energy (alpha / beta) at -15.4 / -15.4 eV.

```
126
Properties=species:S:1:pos:R:3:mulliken_charge:R:1
W 0.10 1.20 0.82 0.10
C -2.16 3.09 -0.22 -1.23
N -1.80 2.56 1.13 0.24
C -2.99 1.92 1.74 -1.22
C -1.41 3.72 1.98 -1.47
C 0.06 4.00 1.70 -0.35
N 0.83 2.77 1.96 0.48
C 2.02 2.94 2.66 0.46
C 2.98 1.93 2.50 -0.41
F 2.52 0.87 1.69 0.35
C 4.26 1.93 3.02 -0.20
F 5.08 0.92 2.75 -0.25
C 4.67 3.01 3.78 -0.48
C 3.74 4.02 4.02 0.09
F 4.09 5.05 4.76 -0.26
C 2.44 3.98 3.51 0.46
F 1.60 4.97 3.86 -0.32
H -3.24 3.21 -0.31 0.41
H -1.81 2.43 -1.03 0.26
H -1.73 4.08 -0.37 0.50
H -3.79 2.66 1.86 0.49
H -2.74 1.52 2.72 0.39
H -3.36 1.12 1.09 0.31
H -1.55 3.47 3.04 0.42
H -2.04 4.59 1.77 0.48
H 0.39 4.85 2.30 1.01
H 0.19 4.29 0.64 -0.31
H 5.66 3.07 4.19 0.58
C 4.64 -0.43 -5.12 -1.64
C 5.14 0.58 -4.08 1.99
C 6.24 -0.06 -3.22 -1.58
C 5.75 1.77 -4.84 -2.13
C 3.98 0.99 -3.20 -0.50
C 3.34 0.03 -2.42 -0.97
C 2.31 0.42 -1.60 0.48
Se 1.52 -0.77 -0.27 0.23
C -0.04 -1.54 -1.13 0.59
C 0.07 -2.71 -1.86 -0.91
C -1.08 -3.39 -2.24 -0.37
C -2.30 -2.83 -1.88 -0.77
C -2.45 -1.66 -1.13 -0.14
C -1.28 -1.00 -0.73 0.38
O -1.18 0.10 0.12 0.07
C -3.84 -1.21 -0.71 2.67
C -4.04 0.23 -1.21 -1.40
C -4.98 -2.03 -1.33 -2.46
C -3.93 -1.35 0.82 -1.70
C -0.98 -4.76 -2.89 1.98
C -0.19 -4.64 -4.20 -1.62
C -2.35 -5.35 -3.20 -2.13
C -0.25 -5.68 -1.90 -1.58
C 1.86 1.74 -1.51 0.32
O 0.83 1.94 -0.61 0.63
C 2.51 2.73 -2.26 -0.75
C 3.55 2.31 -3.09 -0.78
C 2.18 4.20 -2.08 2.28
C 2.61 4.56 -0.64 -1.43
C 2.93 5.11 -3.05 -2.36
C 0.68 4.43 -2.29 -1.47
H 5.47 -0.71 -5.77 0.48
H 3.86 0.01 -5.73 0.38
H 4.25 -1.33 -4.66 0.35
H 7.10 -0.28 -3.84 0.47
H 5.90 -0.98 -2.75 0.36
H 6.56 0.63 -2.43 0.36
H 6.56 1.40 -5.46 0.46
H 6.17 2.50 -4.15 0.44
H 5.01 2.24 -5.48 0.44
H 3.65 -1.00 -2.42 0.60
H 1.05 -3.09 -2.10 0.51
H -3.20 -3.35 -2.15 0.78
H -4.24 0.22 -2.28 0.52
H -3.14 0.83 -1.06 0.10
H -4.88 0.70 -0.71 0.39
H -4.95 -2.01 -2.41 0.53
H -5.92 -1.60 -1.01 0.46
H -4.96 -3.06 -0.98 0.45
H -3.06 -0.93 1.33 -0.09
H -3.98 -2.41 1.07 0.55
H -4.83 -0.88 1.20 0.47
H -0.71 -3.99 -4.90 0.38
H -0.09 -5.62 -4.65 0.48
H 0.81 -4.24 -4.04 0.33
H -2.90 -4.73 -3.90 0.43
H -2.94 -5.49 -2.30 0.45
H -2.23 -6.33 -3.66 0.45
H 0.78 -5.37 -1.75 0.36
H -0.24 -6.69 -2.30 0.45
H -0.76 -5.69 -0.94 0.38
H 4.06 3.06 -3.66 0.77
H 3.69 4.61 -0.57 0.45
H 2.26 3.81 0.07 0.06
H 2.21 5.53 -0.36 0.45
H 4.00 5.07 -2.90 0.49
H 2.61 6.14 -2.89 0.45
H 2.70 4.85 -4.08 0.48
H 0.08 3.69 -1.75 -0.01
H 0.44 4.33 -3.35 0.53
H 0.40 5.43 -1.98 0.47
C 0.12 -2.32 2.23 -0.49
C -0.17 -1.17 3.11 0.45
N -0.07 0.13 2.75 0.77
C -0.33 0.85 3.91 -0.73
C -0.61 -0.01 4.92 -1.01
N -0.52 -1.27 4.41 0.33
C -0.86 -2.49 5.16 -1.26
N -1.87 -3.23 4.50 0.73
N -1.53 -4.22 3.63 -0.51
N -2.55 -4.70 3.09 -0.65
C -3.66 -4.08 3.57 0.13
C -5.01 -4.27 3.29 -0.51
C -5.91 -3.45 3.94 -0.61
C -5.48 -2.47 4.85 -0.63
C -4.15 -2.27 5.14 -0.97
C -3.24 -3.09 4.50 1.50
H 1.19 -2.37 2.00 0.13
H -0.45 -2.27 1.31 -0.41
H -0.14 -3.27 2.72 0.88
H -0.25 1.92 3.97 0.37
H -0.85 0.18 5.95 0.56
H -1.17 -2.18 6.16 0.53
H 0.03 -3.12 5.24 0.16
H -5.32 -5.04 2.60 0.51
H -6.96 -3.57 3.76 0.45
H -6.23 -1.87 5.34 0.44
H -3.84 -1.52 5.85 0.48
```



Number 1: strongest force on any atom 1.36 eV Å⁻¹. Number 2: strongest force on any atom 4.44 eV Å⁻¹.